# 1
Molecular formula: C24H43N2P3PbS
Method: DFT, wB97M-V/def2-TZVPD

Calculated values
net charge = +4
calculated total energy = -2663.446286 Ha
2S+1 = 1
E_LUMO (alpha / beta) = -13.34 / -13.30 eV
molar mass = 691.81 g mol⁻¹

CARTESIAN COORDINATES (ANGSTROEM)
1 H -1.29013 0.06384 -2.68290
2 C -1.62431 3.61030 0.13097
3 H -3.42502 3.04423 2.65461
4 H -0.32103 -2.04818 -1.49271
5 C 1.19362 -2.23992 0.04727
6 H 1.96722 3.58962 0.92034
7 C 2.12948 3.18921 1.93109
8 H 1.26142 3.46734 2.54785
9 H -0.76028 -3.47422 4.78513
10 C -0.97456 -5.13608 -7.32874
11 H 3.74000 1.18568 3.83306
12 C 2.73033 0.84239 3.56725
13 H -0.38504 2.21666 6.73383
14 H -0.43384 -2.76663 2.35889
15 C 1.88087 -0.03874 -2.63761
16 N -0.70262 -2.49890 4.49132
17 C -0.48394 1.20119 6.31989
18 H 2.01315 1.21212 4.30878
19 H -0.89239 -2.72893 0.14002
20 C -1.64064 -2.82804 -7.02227
21 H 2.69963 -0.25482 3.61322
22 C -0.82045 1.05506 -2.74873
23 H -0.84780 -2.06849 7.33736
24 P 0.71819 1.05909 -1.76126
25 C -0.76121 -1.20361 6.67916
26 H 1.42427 -2.65270 1.03776
27 H -3.28667 1.03260 -0.95714
28 H -1.54420 1.78404 -2.36208
29 S -0.13519 -1.02310 -5.57498
30 C -0.07262 -2.29254 -0.45053
31 H -1.44516 3.49226 -0.94664
32 N -0.48935 -0.76201 3.13265
33 P 2.27580 1.36616 1.88318
34 C -0.61709 -0.27407 4.43200
35 H -1.26167 -0.38480 -5.96109
36 H -2.33762 -2.00600 -7.17432
37 H 2.43257 2.73747 -1.38463
38 H -0.70356 3.99327 0.60046
39 H 1.48297 -1.06010 -2.67310
40 H -1.70756 2.89912 3.13025
41 C -3.50803 1.25605 0.09715
42 H 1.38059 -3.42040 -5.54426
43 C -0.64610 0.10590 7.18215
44 C 0.46462 -3.62804 -6.09846
45 H 2.83114 -0.07330 -2.08859
46 H -3.73469 0.30756 0.61096
47 H -0.66120 0.29084 8.25925
48 H 3.85089 -0.16585 0.89515
49 H 1.54449 3.05311 -2.90057
50 H 0.92417 -5.69632 -6.45206
51 C -0.53444 -2.09679 3.20686
52 H 3.03069 3.64389 2.36288
53 H 2.05883 -1.96707 -0.56561
54 Pb 0.01727 0.14789 0.76855
55 C -0.46721 -2.58802 -6.28325
56 C -2.54008 2.39520 2.61888
57 H -2.43296 4.33366 0.29219
58 H -2.74498 1.45736 3.15409
59 P -2.06467 2.01953 0.90623
60 H 2.07117 0.29921 -3.66464
61 H -1.17731 -6.12843 -7.72631
62 C -0.43899 1.02224 4.93491
63 H 0.81478 3.45244 -1.32227
64 H 4.64273 1.37327 1.35568
65 H -0.62721 1.26534 -3.80817
66 H -4.37875 1.92047 0.16459
67 C 0.20313 -4.89683 -6.61387
68 C -0.76442 -1.35336 5.30410
69 C 3.74778 0.92956 0.89859
70 H -0.23946 1.82111 4.22267
71 H -2.80715 -4.28038 -8.09292
72 C -1.89071 -4.10032 -7.53370
73 C 1.44196 2.72854 -1.85750
74 H 3.64851 1.27215 -0.14031

Cartesian forces (eV/Å) of the 2 atoms listed first:
H 0.12 0.17 -0.01
C 0.17 -0.14 -0.11


# 2
Molecular formula: C12H24N6O3
Method: DFT, wB97M-V/def2-TZVPD

Calculated values
net charge = 0
calculated total energy = -1025.945712 Ha
2S+1 = 1
E_LUMO = 0.83 eV
SMILES = CNCCn1c(=O)n(CCNC)c(=O)n(CCNC)c1=O
molar mass = 300.36 g mol⁻¹

CARTESIAN COORDINATES (ANGSTROEM)
1 H 3.70510 2.47847 -2.24370
2 C -1.10986 -1.44231 -0.20966
3 H -3.99041 1.90071 2.83024
4 C 2.74589 2.94619 -2.44028
5 H -3.72966 -0.31042 2.69762
6 H -3.47958 -1.06969 -1.43359
7 H -3.63747 0.60040 -0.98531
8 C 1.95260 2.47688 -0.10315
9 H 1.89853 -4.31433 -0.36053
10 C -4.00891 1.54094 1.77673
11 H 0.71951 -3.37970 -1.30610
12 C -3.90997 -0.72227 0.61537
13 H 0.05387 2.97019 0.81713
14 H 2.82879 1.82308 0.11149
15 C 0.78231 2.17357 0.82402
16 C -3.23036 -0.34782 -0.68410
17 H -3.63035 -1.70025 0.95496
18 H -3.28786 2.15164 1.17278
19 O 1.77033 -0.33018 1.46555
20 H 2.47405 2.72606 -3.46970
21 N -1.74564 -0.28984 -0.55349
22 C 0.80698 -2.74654 0.73631
23 H 3.72179 -1.95979 0.76373
24 H 1.18008 2.11502 1.86140
25 C -1.06200 0.86352 -0.24506
26 O -1.67173 -2.48614 -0.43227
27 N -3.54796 0.14142 1.78588
28 H 0.06004 -3.46539 1.11867
29 N 0.10046 0.89486 0.51586
30 H 2.85112 4.03504 -2.37014
31 H 2.27405 3.50900 0.12679
32 H 4.51348 -1.65208 -0.74381
33 H 0.80667 2.82912 -1.77630
34 C 1.47157 -3.27664 -0.53479
35 N 2.52805 -2.36254 -1.00650
36 O -1.55729 1.92101 -0.64623
37 C 0.71295 -0.29585 0.85697
38 N 0.10609 -1.46485 0.48591
39 H 2.20934 -1.42338 -1.20429
40 H 4.24722 -3.33276 -0.27374
41 H -5.00066 1.63185 1.35976
42 H -4.99917 -0.72433 0.42978
43 N 1.70505 2.41556 -1.55091
44 C 3.81393 -2.33584 -0.25882
45 H 1.55900 -2.71161 1.52552

Cartesian forces (eV/Å) of the 2 atoms listed first:
H 0.11 -0.09 0.15
C -0.60 -2.50 0.63


# 3
Molecular formula: C7H11Cl
Method: DFT, wB97M-V/def2-TZVPD

Calculated values
net charge = 0
calculated total energy = -733.371649 Ha
2S+1 = 1
E_LUMO = 0.94 eV
SMILES = ClC1CC1.C=C=CC
molar mass = 130.62 g mol⁻¹
ΔE to the lowest compared entry with this formula, charge and spin = 3.3707 eV

CARTESIAN COORDINATES (ANGSTROEM)
1 C -1.37199 -1.15967 -0.94759
2 H -1.61418 -0.17018 1.11429
3 H -0.33422 -1.14183 -0.54285
4 H 0.64372 1.27641 -0.77507
5 H 2.36275 1.66937 -1.18689
6 H 0.50314 -0.30513 2.87559
7 H -1.78640 -1.99545 -1.31332
8 H -2.71774 0.27644 -1.94963
9 C 1.75690 0.01123 1.33495
10 C 1.40058 0.23713 2.53896
11 Cl -3.82824 -1.09597 0.69540
12 C -1.99428 0.21758 -1.08805
13 C 1.70822 0.85112 -1.06956
14 H -1.34582 0.99012 -1.12295
15 C -2.21934 -0.46150 0.21242
16 H 1.65925 0.31768 -1.95988
17 C 2.21941 0.00864 0.12007
18 H 3.09050 -0.54803 -0.12889
19 H 1.86773 1.02205 3.19301

Cartesian forces (eV/Å) of the 2 atoms listed first:
C 1.46 3.98 4.39
H -0.91 -0.11 -1.18


Copy entry 3 word for word.
Molecular formula: C7H11Cl
Method: DFT, wB97M-V/def2-TZVPD

Calculated values
net charge = 0
calculated total energy = -733.371649 Ha
2S+1 = 1
E_LUMO = 0.94 eV
SMILES = ClC1CC1.C=C=CC
molar mass = 130.62 g mol⁻¹
ΔE to the lowest compared entry with this formula, charge and spin = 3.3707 eV

CARTESIAN COORDINATES (ANGSTROEM)
1 C -1.37199 -1.15967 -0.94759
2 H -1.61418 -0.17018 1.11429
3 H -0.33422 -1.14183 -0.54285
4 H 0.64372 1.27641 -0.77507
5 H 2.36275 1.66937 -1.18689
6 H 0.50314 -0.30513 2.87559
7 H -1.78640 -1.99545 -1.31332
8 H -2.71774 0.27644 -1.94963
9 C 1.75690 0.01123 1.33495
10 C 1.40058 0.23713 2.53896
11 Cl -3.82824 -1.09597 0.69540
12 C -1.99428 0.21758 -1.08805
13 C 1.70822 0.85112 -1.06956
14 H -1.34582 0.99012 -1.12295
15 C -2.21934 -0.46150 0.21242
16 H 1.65925 0.31768 -1.95988
17 C 2.21941 0.00864 0.12007
18 H 3.09050 -0.54803 -0.12889
19 H 1.86773 1.02205 3.19301

Cartesian forces (eV/Å) of the 2 atoms listed first:
C 1.46 3.98 4.39
H -0.91 -0.11 -1.18


Which formula does entry 2 have?
C12H24N6O3